No. 1
An isolated ion of composition C5H12N2 and charge -1, computed with wB97M-V/def2-TZVPD.

Cartesian coordinates (Å):
C -2.48 0.02 -0.21
C -1.28 0.96 0.21
C -0.40 0.29 1.25
C 0.43 -0.88 0.73
N 2.28 0.02 -1.62
C 2.58 -0.27 -0.29
N 1.88 -0.68 0.65
H -3.05 -0.21 0.76
H -2.14 -0.72 -1.02
H -3.38 0.61 -0.66
H -1.70 1.91 0.58
H -0.69 1.24 -0.71
H 0.45 0.98 1.58
H -0.95 0.20 2.08
H 0.21 -1.70 1.45
H 0.05 -1.21 -0.33
H 1.43 -0.39 -2.08
H 3.09 -0.05 -2.20
H 3.68 -0.11 -0.16

The value obtained for the highest occupied orbital energy (alpha / beta) is 1.203 / -5.052 eV. Its expectation value of S² is 0.750. The net charge is -1. As for the spin multiplicity: 2.

How positive or negative is each atom? The Mulliken charges in e answer that:
1 C -1.515
2 C -0.674
3 C -0.940
4 C -0.957
5 N -1.088
6 C -1.763
7 N 0.441
8 H 0.343
9 H 0.607
10 H 0.349
11 H 0.465
12 H 0.142
13 H 0.302
14 H 0.694
15 H 0.056
16 H 0.690
17 H 0.370
18 H 1.215
19 H 0.263

No. 2
C5H12N2 as an isolated structure, computed with wB97M-V/def2-TZVPD.

Cartesian coordinates (Å):
C -0.35 -2.20 -0.04
C -1.23 0.18 -0.47
N -0.88 1.38 -0.86
N -2.17 -0.03 0.49
C -0.24 -0.86 -0.76
H -1.52 2.13 -0.61
H 0.53 1.53 -0.56
H -2.32 -0.95 0.87
H -2.69 0.74 0.87
H -0.16 -0.98 -1.85
H 0.47 -2.85 -0.35
H -0.28 -2.06 1.04
H -1.28 -2.73 -0.27
C 1.83 1.29 -0.23
C 2.21 1.38 1.04
H 3.24 1.51 1.35
H 2.58 1.42 -1.00
H 0.78 -0.26 -0.51
H 1.48 1.37 1.84

The value obtained for the highest occupied orbital energy is -8.348 eV.

How positive or negative is each atom? The Mulliken charges in e answer that:
1 C -1.546
2 C 0.443
3 N -0.650
4 N -0.405
5 C 0.412
6 H 0.157
7 H 0.393
8 H 0.183
9 H 0.184
10 H 0.284
11 H 0.379
12 H 0.388
13 H 0.342
14 C -0.740
15 C -0.484
16 H 0.266
17 H 0.293
18 H -0.113
19 H 0.214

No. 3
One molecule with the formula C5H12N2, computed with wB97M-V/def2-TZVPD.

Cartesian coordinates (Å):
C -1.90 -0.49 0.15
C -0.53 -0.60 -0.39
C 0.47 0.27 0.49
C 1.98 0.20 -0.06
N 2.31 0.70 -1.40
C 0.49 -0.23 1.85
N -2.77 0.29 -0.84
H -2.36 -1.47 0.35
H 0.83 -1.34 1.90
H -0.13 -1.64 -0.34
H -0.24 -0.18 -1.32
H 2.39 -0.82 -0.12
H 2.56 0.67 0.79
H 2.27 -0.11 -2.13
H -0.03 1.27 0.37
H 1.17 0.36 2.55
H -0.49 -0.30 2.32
H -2.20 1.11 -0.70
H -3.53 0.62 -0.23

The value obtained for the highest occupied orbital energy is -6.638 eV.

How positive or negative is each atom? The Mulliken charges in e answer that:
1 C -0.303
2 C -0.950
3 C 0.641
4 C -0.657
5 N -0.626
6 C -1.397
7 N -0.555
8 H 0.347
9 H 0.271
10 H 0.328
11 H 0.488
12 H 0.352
13 H 0.330
14 H 0.239
15 H 0.136
16 H 0.342
17 H 0.421
18 H 0.312
19 H 0.281

No. 4
A 2-piece molecular cluster, C5H12N2 overall, computed with wB97M-V/def2-TZVPD.

Cartesian coordinates (Å):
H 0.47 -1.20 1.91
N -0.22 -1.31 1.17
C 0.25 -1.58 0.02
C 1.69 -1.57 -0.38
H -0.46 -1.84 -0.75
H 2.33 -1.19 0.42
H 1.84 -0.98 -1.28
H 2.00 -2.59 -0.63
C -2.26 0.25 0.32
N -1.81 0.56 -0.78
C -0.36 1.27 -0.92
C 0.28 1.83 0.33
H -3.26 -0.17 0.41
H -1.47 -0.10 1.22
H 0.29 0.61 -1.49
H -0.66 2.08 -1.59
H -0.46 2.30 0.99
H 1.04 2.56 0.08
H 0.78 1.06 0.93

The value obtained for the highest occupied orbital energy is -8.230 eV.

How positive or negative is each atom? The Mulliken charges in e answer that:
1 H 0.221
2 N -0.604
3 C 0.004
4 C -1.044
5 H 0.469
6 H 0.299
7 H 0.275
8 H 0.353
9 C -0.309
10 N -0.438
11 C -0.234
12 C -0.952
13 H 0.310
14 H 0.246
15 H 0.167
16 H 0.357
17 H 0.331
18 H 0.372
19 H 0.178

No. 5
One molecule with the formula C5H12N2, computed with wB97M-V/def2-TZVPD.

Cartesian coordinates (Å):
N -2.67 -0.29 1.67
C -1.37 0.21 1.23
C -1.26 0.45 -0.08
C -0.07 1.19 -0.71
C 0.92 0.27 -1.52
C 2.09 -0.41 -0.53
N 1.50 -0.90 0.74
H -2.44 -1.22 2.32
H -3.11 -0.81 0.89
H -0.64 0.82 1.89
H -2.17 0.33 -0.73
H 0.32 1.77 0.19
H -0.52 1.89 -1.44
H 0.34 -0.51 -2.05
H 1.68 0.86 -2.02
H 2.86 0.38 -0.21
H 2.45 -1.23 -1.22
H 0.49 -0.87 0.93
H 1.58 -1.94 0.65

The value obtained for the highest occupied orbital energy is -8.461 eV.

How positive or negative is each atom? The Mulliken charges in e answer that:
1 N -0.721
2 C -0.376
3 C -0.111
4 C -0.696
5 C -0.599
6 C -0.502
7 N -0.607
8 H 0.285
9 H 0.279
10 H 0.350
11 H 0.254
12 H 0.329
13 H 0.317
14 H 0.375
15 H 0.317
16 H 0.295
17 H 0.264
18 H 0.269
19 H 0.278

No. 6
One molecule with the formula C5H12N2, computed with wB97M-V/def2-TZVPD.

Cartesian coordinates (Å):
C -0.07 -1.72 1.20
C 0.34 -0.62 0.57
C -0.38 0.71 0.74
C -1.38 0.96 -0.40
N -2.37 -0.10 -0.64
N 1.43 -0.59 -0.27
C 2.00 0.59 -0.90
H -0.93 -1.71 1.85
H 0.60 -2.56 1.33
H -0.84 0.77 1.71
H 0.41 1.46 0.72
H -0.84 1.07 -1.34
H -1.96 1.85 -0.15
H -2.71 -0.47 0.24
H -1.88 -0.90 -1.02
H 2.06 -1.37 -0.31
H 1.29 1.14 -1.52
H 2.47 1.28 -0.20
H 2.74 0.23 -1.61

The value obtained for the highest occupied orbital energy is -7.787 eV.

How positive or negative is each atom? The Mulliken charges in e answer that:
1 C -1.120
2 C 0.689
3 C -0.891
4 C -0.462
5 N -0.679
6 N -0.231
7 C -0.917
8 H 0.267
9 H 0.322
10 H 0.387
11 H 0.360
12 H 0.261
13 H 0.322
14 H 0.269
15 H 0.305
16 H 0.238
17 H 0.239
18 H 0.306
19 H 0.333

No. 7
One molecule with the formula C5H12N2, computed with wB97M-V/def2-TZVPD.

Cartesian coordinates (Å):
C 3.14 0.64 -1.48
N 2.10 0.98 -0.48
C 1.08 0.03 -0.33
C -0.04 0.26 0.35
C -0.92 -0.84 0.88
C -2.35 -0.75 0.33
N -3.03 0.38 0.94
H 2.82 -0.17 -2.11
H 3.33 1.52 -2.11
H 4.07 0.45 -0.96
H 2.58 1.19 0.37
H 1.25 -0.93 -0.81
H -0.29 1.27 0.66
H -1.00 -0.84 1.97
H -0.48 -1.79 0.56
H -2.35 -0.57 -0.74
H -2.84 -1.73 0.50
H -3.16 0.35 1.94
H -3.93 0.55 0.52

The value obtained for the highest occupied orbital energy is -7.865 eV.

How positive or negative is each atom? The Mulliken charges in e answer that:
1 C -0.754
2 N -0.341
3 C -0.092
4 C -0.481
5 C -0.604
6 C -0.470
7 N -0.526
8 H 0.296
9 H 0.246
10 H 0.266
11 H 0.276
12 H 0.250
13 H 0.300
14 H 0.306
15 H 0.304
16 H 0.354
17 H 0.291
18 H 0.180
19 H 0.198

No. 8
One molecule with the formula C5H12N2, computed with wB97M-V/def2-TZVPD.

Cartesian coordinates (Å):
C 2.01 -0.82 -0.38
C 0.87 -0.07 -0.92
C 0.50 1.15 -0.32
C -0.34 1.04 1.06
N -1.68 0.82 0.90
C -2.02 -0.12 -0.10
N -1.59 -1.54 0.22
H 2.90 -0.20 -0.32
H 2.23 -1.74 -0.89
H 1.81 -1.08 0.67
H 0.73 -0.08 -2.00
H -0.66 -1.56 -0.20
H 1.31 1.77 0.03
H -0.05 1.77 -1.00
H -0.21 1.94 1.66
H 0.12 0.24 1.67
H -1.60 0.13 -1.10
H -3.10 -0.17 -0.20
H -1.24 -1.49 1.20

The value obtained for the highest occupied orbital energy is -7.427 eV.

How positive or negative is each atom? The Mulliken charges in e answer that:
1 C -1.190
2 C -0.291
3 C -0.551
4 C -0.386
5 N -0.497
6 C -0.286
7 N -0.723
8 H 0.369
9 H 0.372
10 H 0.304
11 H 0.348
12 H 0.326
13 H 0.380
14 H 0.378
15 H 0.370
16 H 0.247
17 H 0.222
18 H 0.290
19 H 0.317

No. 9
One molecule with the formula C5H12N2, computed with wB97M-V/def2-TZVPD.

Cartesian coordinates (Å):
N -0.92 -1.72 1.96
C 0.23 -1.30 1.18
C -0.11 -0.48 -0.07
C -0.69 0.90 0.25
C -0.28 1.78 -0.96
C 0.94 1.09 -1.56
N 1.06 -0.20 -0.88
H -1.71 -1.92 1.34
H -1.23 -0.97 2.57
H 0.90 -0.71 1.80
H 0.79 -2.19 0.86
H -0.89 -1.08 -0.59
H -1.78 0.84 0.30
H -0.33 1.35 1.18
H -0.08 2.80 -0.67
H -1.10 1.80 -1.69
H 0.84 0.96 -2.64
H 1.83 1.70 -1.43
H 1.30 -0.97 -1.50

The value obtained for the highest occupied orbital energy is -8.537 eV.

How positive or negative is each atom? The Mulliken charges in e answer that:
1 N -0.600
2 C -0.987
3 C 0.401
4 C -0.652
5 C -0.568
6 C -0.538
7 N -0.422
8 H 0.272
9 H 0.285
10 H 0.404
11 H 0.292
12 H 0.101
13 H 0.258
14 H 0.345
15 H 0.315
16 H 0.271
17 H 0.255
18 H 0.293
19 H 0.275

No. 10
One molecule with the formula C5H12N2, computed with wB97M-V/def2-TZVPD.

Cartesian coordinates (Å):
C -1.53 0.11 -0.91
C -0.13 0.48 -0.35
C 0.16 1.64 0.46
N -0.89 2.50 0.95
C 1.02 -0.27 -0.94
C 1.44 -1.47 0.13
N 0.29 -1.95 0.91
H -1.46 -0.99 -1.23
H -2.03 0.78 -1.68
H -2.32 -0.06 -0.22
H 1.19 1.90 0.47
H -0.60 2.69 1.92
H -1.83 2.26 0.93
H 1.98 0.43 -0.82
H 0.99 -0.70 -1.84
H 1.97 -2.36 -0.40
H 2.19 -1.14 0.90
H -0.14 -1.31 1.47
H -0.31 -2.52 0.25

The value obtained for the highest occupied orbital energy is -7.832 eV.

How positive or negative is each atom? The Mulliken charges in e answer that:
1 C -1.339
2 C 0.662
3 C -0.353
4 N -0.545
5 C -1.004
6 C -0.464
7 N -0.615
8 H 0.273
9 H 0.322
10 H 0.394
11 H 0.367
12 H 0.232
13 H 0.233
14 H 0.202
15 H 0.532
16 H 0.300
17 H 0.287
18 H 0.284
19 H 0.232

ΔE to the lowest compared entry with this formula, charge and spin, respectively: 128.9; 274.8; 739.3; 292.7; 307.6; 120.9; 145.8; 507.2; 53.5; 278.6 kJ/mol.